Record 1
56
Properties=species:S:1:pos:R:3 method="wB97M-V/def2-TZVPD" de_lowest_kcal_mol=0.0 charge=+1 fmax_ev_per_a=2.69
Cl -3.28 0.37 7.06
C -3.26 0.77 5.39
C -3.09 2.09 4.99
C -3.14 2.42 3.66
C -3.34 1.42 2.69
C -3.52 1.75 1.32
C -3.58 0.79 0.33
C -4.16 1.00 -0.90
C -4.35 -0.01 -1.88
C -5.13 0.25 -3.02
C -5.37 -0.73 -3.94
C -4.84 -2.00 -3.77
Cl -5.13 -3.22 -4.94
C -4.06 -2.29 -2.65
C -3.82 -1.31 -1.72
C -3.48 0.08 3.12
C -3.46 -0.24 4.45
H -2.95 2.85 5.74
H -3.02 3.44 3.34
H -3.75 2.77 1.05
H -3.21 -0.19 0.56
H -4.60 1.97 -1.09
H -5.56 1.23 -3.14
H -5.98 -0.53 -4.81
H -3.66 -3.28 -2.52
H -3.22 -1.54 -0.86
H -3.68 -0.69 2.40
H -3.64 -1.25 4.77
C -3.09 6.84 -0.26
C -3.29 6.89 -1.62
C -2.84 5.86 -2.42
C -2.19 4.76 -1.85
C -1.69 3.65 -2.72
N -0.39 3.83 -3.17
C 0.18 2.97 -3.91
C 1.53 3.10 -4.41
C 2.07 2.11 -5.22
C 3.36 2.22 -5.70
C 4.12 3.33 -5.38
C 3.59 4.33 -4.58
C 2.30 4.21 -4.10
C -2.00 4.74 -0.48
C -2.45 5.77 0.31
H -3.44 7.65 0.36
H -3.80 7.73 -2.07
H -2.99 5.88 -3.48
H -1.75 2.71 -2.16
H -2.35 3.53 -3.58
H -0.38 2.09 -4.18
H 1.48 1.25 -5.47
H 3.77 1.45 -6.33
H 5.12 3.42 -5.75
H 4.19 5.19 -4.33
H 1.88 4.98 -3.48
H -1.50 3.89 -0.04
H -2.30 5.73 1.38

---

Record 2
57
Properties=species:S:1:pos:R:3 method="wB97M-V/def2-TZVPD" charge=+1 fmax_ev_per_a=2.58
F -4.57 3.21 0.32
C -3.28 2.82 0.59
C -2.21 3.60 0.13
C -0.91 3.10 0.31
C -0.68 1.79 0.77
C 0.73 1.21 0.64
C 1.37 0.69 1.94
C 2.56 1.28 2.39
C 3.27 0.76 3.47
C 2.73 -0.27 4.25
C 1.44 -0.70 3.95
C 0.77 -0.23 2.81
C -1.74 1.21 1.47
C -3.06 1.67 1.33
H -2.38 4.55 -0.38
H -0.04 3.71 0.05
H 1.36 2.05 0.35
H 2.96 2.13 1.83
H 4.27 1.15 3.72
H 3.27 -0.68 5.12
H 0.91 -1.39 4.62
H -0.23 -0.60 2.60
H -1.54 0.39 2.14
H -3.87 1.14 1.81
C 6.16 0.67 -0.44
C 5.62 -0.06 0.62
C 4.29 -0.47 0.56
C 3.44 -0.05 -0.47
C 2.03 -0.67 -0.48
C 1.97 -1.64 -1.63
C 0.57 -1.98 -2.06
N -0.15 -0.74 -2.34
C -1.13 -0.58 -3.36
C -1.57 0.75 -3.42
C -2.63 1.07 -4.28
C -3.21 0.06 -5.05
C -2.74 -1.26 -4.99
C -1.68 -1.60 -4.12
S -0.68 1.74 -2.26
C 0.10 0.35 -1.60
N 0.89 0.27 -0.48
C 3.99 0.65 -1.55
C 5.35 1.00 -1.53
H 7.22 0.95 -0.42
H 6.21 -0.34 1.49
H 3.88 -1.15 1.31
H 1.93 -1.23 0.45
H 2.54 -1.21 -2.47
H 2.51 -2.56 -1.33
H 0.59 -2.54 -2.99
H 0.02 -2.51 -1.27
H -2.99 2.09 -4.32
H -4.04 0.29 -5.73
H -3.18 -2.05 -5.61
H -1.30 -2.62 -4.04
H 3.38 0.86 -2.44
H 5.79 1.51 -2.39

---

Record 3
60
Properties=species:S:1:pos:R:3 method="wB97M-V/def2-TZVPD" de_lowest_kcal_mol=0.0 charge=0 fmax_ev_per_a=1.77
C 4.82 -3.02 -5.01
C 3.98 -2.91 -3.78
C 2.92 -3.81 -3.59
C 2.11 -3.72 -2.48
C 2.31 -2.71 -1.48
C 1.40 -2.70 -0.40
C 1.31 -1.93 0.79
C 2.27 -0.99 1.28
C 2.03 -0.25 2.43
C 0.87 -0.49 3.17
O 0.59 0.23 4.33
C 0.20 1.57 4.22
C -1.07 1.90 4.70
C -1.52 3.21 4.58
C -0.69 4.19 4.03
C 0.59 3.85 3.58
C 1.05 2.53 3.67
C -0.04 -1.48 2.79
C 0.16 -2.15 1.61
C 3.38 -1.79 -1.71
C 4.21 -1.92 -2.81
H 5.60 -2.25 -5.02
H 5.31 -4.00 -5.08
H 4.22 -2.90 -5.92
H 2.75 -4.59 -4.34
H 1.28 -4.41 -2.35
H 0.55 -3.38 -0.52
H 3.22 -0.85 0.76
H 2.76 0.48 2.79
H -1.68 1.11 5.14
H -2.52 3.46 4.93
H -1.04 5.23 3.95
H 1.25 4.62 3.18
H 2.05 2.26 3.33
H -0.90 -1.69 3.43
H -0.58 -2.89 1.28
H 3.52 -0.94 -1.04
H 5.05 -1.23 -2.95
C 4.67 -7.45 3.33
N 4.65 -6.08 2.89
C 3.66 -5.14 3.11
B 2.35 -5.56 3.96
F 1.55 -4.41 4.05
F 1.75 -6.59 3.20
F 2.84 -5.99 5.21
C 4.03 -3.94 2.51
C 5.31 -4.14 1.91
C 5.68 -5.50 2.16
C 6.88 -6.04 1.72
C 7.74 -5.20 1.00
C 7.40 -3.86 0.74
C 6.18 -3.32 1.19
H 5.60 -7.89 2.98
H 4.63 -7.51 4.42
H 3.82 -8.00 2.92
H 3.51 -2.99 2.49
H 7.11 -7.08 1.94
H 8.68 -5.60 0.63
H 8.09 -3.24 0.18
H 5.90 -2.28 1.01

---

Record 4
65
Properties=species:S:1:pos:R:3 method="wB97M-V/def2-TZVPD" de_lowest_kcal_mol=14.3 charge=0 smiles=Cc1ccc(-c2cc(C(F)(F)F)cc(C(F)(F)F)c2)s1.COc1ccc([C@H](B2OCCO2)c2ccccc2)cc1 fmax_ev_per_a=5.58
C -0.12 -3.25 -5.10
C 0.11 -2.07 -4.22
C 1.31 -1.42 -3.93
C 1.13 -0.28 -3.11
C -0.21 -0.03 -2.78
C -0.77 1.21 -2.36
C -2.13 1.31 -1.98
C -2.72 2.55 -1.88
C -4.19 2.61 -1.55
F -4.66 3.89 -1.56
F -4.94 1.88 -2.44
F -4.45 2.09 -0.30
C -1.98 3.72 -2.09
C -0.61 3.62 -2.36
C 0.25 4.84 -2.58
F 1.49 4.71 -1.98
F 0.48 5.04 -3.92
F -0.32 5.97 -2.09
C 0.00 2.38 -2.45
S -1.22 -1.33 -3.39
H 0.41 -3.14 -6.05
H 0.26 -4.15 -4.60
H -1.19 -3.36 -5.33
H 2.27 -1.73 -4.32
H 1.95 0.37 -2.81
H -2.68 0.40 -1.79
H -2.46 4.69 -2.06
H 1.07 2.30 -2.64
C -1.54 -4.03 5.81
O -2.27 -2.96 5.13
C -1.62 -2.10 4.31
C -2.39 -1.38 3.36
C -1.78 -0.79 2.26
C -0.37 -0.79 2.13
C 0.49 -0.42 0.94
B 1.68 -1.82 1.49
O 1.08 -3.03 1.12
C 1.82 -3.35 -0.07
C 3.15 -2.58 0.02
O 2.98 -1.63 1.11
C 1.21 0.89 1.14
C 0.57 2.09 0.75
C 1.10 3.35 1.03
C 2.25 3.49 1.83
C 2.90 2.32 2.24
C 2.41 1.06 1.85
C 0.37 -1.23 3.26
C -0.22 -1.88 4.33
H -2.32 -4.70 6.20
H -0.90 -4.60 5.12
H -0.96 -3.62 6.63
H -3.48 -1.44 3.48
H -2.39 -0.31 1.48
H 0.06 -0.57 -0.06
H 2.01 -4.43 -0.11
H 1.24 -3.03 -0.95
H 3.98 -3.26 0.26
H 3.38 -2.04 -0.91
H -0.38 2.01 0.23
H 0.60 4.25 0.66
H 2.58 4.48 2.18
H 3.78 2.38 2.88
H 3.03 0.20 2.09
H 1.46 -1.04 3.31
H 0.41 -2.30 5.12

---

In eV, the total energy values for the records above are, in order, -56989.824 -46989.595 -42847.381 -64437.664.